# 1
DFT (ωB97M-V/def2-TZVPD) results for a structure of composition C19H14N4O5PtS.

Last column: Löwdin charge in e.
CARTESIAN COORDINATES (ANGSTROEM)
Pt: 0.31288 -0.73022 0.55973  1.366
O: 1.26752 -2.18993 -0.35928  -0.269
N: 1.76557 -3.16245 0.45364  -0.157
C: 2.09499 -4.30468 -0.18982  0.004
C: 2.65809 -5.34075 0.49287  -0.025
C: 2.88067 -5.19311 1.86940  -0.030
C: 2.52914 -4.02479 2.49242  -0.063
C: 1.94887 -2.96791 1.77218  -0.628
S: 1.49008 -1.48455 2.51991  0.675
H: 1.87239 -4.30110 -1.24537  0.147
H: 2.91346 -6.24722 -0.03374  0.120
H: 3.31997 -5.99926 2.44018  0.122
H: 2.67670 -3.88162 3.55276  0.116
O: -3.18262 -2.56924 0.22610  0.143
C: -2.24116 -1.83912 0.10639  -0.533
O: -1.15925 -1.96571 0.89896  -0.179
C: -2.12965 -0.71103 -0.85880  -0.152
C: -3.20017 -0.10051 -1.36734  0.025
C: -3.01534 1.10840 -2.17241  -0.025
C: -1.88910 1.81580 -2.09269  0.006
C: -0.76828 1.35076 -1.17400  -0.332
C: -0.75308 -0.17935 -1.11659  -0.209
N: 1.67124 1.60712 -0.72175  -0.126
O: 1.79594 2.93722 -0.33173  0.079
O: 1.85715 0.70413 0.12537  -0.095
H: -4.19270 -0.48208 -1.16347  0.135
H: -3.82235 1.44366 -2.81069  0.118
H: -1.75972 2.72697 -2.66389  0.122
H: -0.30989 -0.61415 -2.01824  0.140
N: -0.93189 2.86830 2.15264  0.172
C: -0.69100 1.57162 2.39911  -0.067
N: -0.65322 0.91592 1.25547  -0.025
C: -0.89686 1.81875 0.24645  -0.156
C: 0.56828 1.86895 -1.68845  -0.073
C: 0.90399 3.36065 -1.43564  -0.144
C: -0.10917 4.38974 -1.00533  0.004
C: -0.93449 4.30423 0.03899  0.023
C: -1.01706 3.05582 0.78429  -0.145
H: -0.99835 3.58443 2.85891  0.181
H: -0.55373 1.14528 3.37856  0.154
H: 0.80470 1.48212 -2.67926  0.175
H: 1.52102 3.77057 -2.23193  0.155
H: -0.09520 5.30622 -1.58135  0.122
H: -1.54837 5.15213 0.31746  0.126

As for the net charge: +1. As for the HOMO energy (alpha / beta): -11.20 / -11.21 eV. As for the spin multiplicity: 2. As for the HOMO-LUMO gap (alpha / beta): 0.292 / 0.246 Eh. The LUMO energy (alpha / beta) comes out at -3.250 / -4.507 eV.



# 2
DFT (ωB97M-V/def2-TZVPD) results for a structure of composition C19H14N7O4S2SeTi.

Last column: Löwdin charge in e.
CARTESIAN COORDINATES (ANGSTROEM)
Ti: -0.20567 0.12441 -0.26111  1.274
O: -1.73903 -3.54895 1.13471  0.276
C: -1.11594 -2.43928 0.96901  -0.373
O: -1.45422 -1.55055 0.16223  0.010
C: 0.06828 -2.16805 1.79630  -0.134
C: 0.58362 -2.90588 2.83874  0.100
C: 1.62067 -2.33464 3.58385  0.065
C: 2.06000 -1.05269 3.28604  0.101
C: 1.47008 -0.39336 2.21634  -0.124
N: 0.53219 -0.95615 1.46826  0.074
C: 1.73939 1.00324 1.75174  -0.460
O: 2.55716 1.72997 2.19272  0.243
O: 0.88332 1.30518 0.70471  -0.185
H: -2.53619 -3.62556 0.57486  0.193
H: 0.17866 -3.88007 3.07996  0.154
H: 2.05469 -2.88152 4.41120  0.149
H: 2.82513 -0.55079 3.86478  0.157
N: 3.25361 0.32322 -0.77004  0.186
C: 2.53074 -0.47484 -1.54325  -0.609
N: 1.17177 -0.47478 -1.57654  -0.038
C: 0.70220 -1.32870 -2.61561  -0.294
C: 1.66858 -2.02016 -3.22938  -0.257
S: 3.23766 -1.60048 -2.62231  1.213
C: -0.72523 -1.22557 -2.87340  -0.332
C: -1.49190 -1.77205 -3.83209  -0.267
S: -3.10081 -1.15766 -3.72913  1.194
C: -2.65662 -0.20135 -2.36845  -0.656
N: -1.38350 -0.33518 -2.02399  -0.090
N: -3.53891 0.56192 -1.70551  0.164
H: 2.85187 1.16719 -0.38670  0.113
H: 4.26210 0.29779 -0.83491  0.149
H: 1.57966 -2.72160 -4.04426  0.113
H: -1.21319 -2.45945 -4.61492  0.108
H: -4.48755 0.63601 -2.04005  0.132
H: -3.21749 1.31360 -1.11740  0.093
Se: -0.28974 2.66170 -2.65278  1.258
N: -0.80810 2.05812 -1.01363  -0.358
C: -1.36669 3.06830 -0.36070  -0.355
C: -1.94294 3.01131 0.93436  -0.026
C: -2.49272 4.15060 1.43901  0.002
C: -2.50872 5.38999 0.71320  -0.010
C: -1.97165 5.48423 -0.52518  0.037
C: -1.38645 4.31028 -1.09615  -0.330
N: -0.84660 4.26453 -2.29794  -0.175
H: -1.93532 2.09378 1.51346  0.112
H: -2.93467 4.13455 2.42704  0.132
H: -2.96130 6.25476 1.17791  0.132
H: -1.97088 6.40307 -1.09488  0.141

As for the net charge: +3. As for the HOMO energy: -17.01 eV. As for the HOMO-LUMO gap: 0.212 Eh. The LUMO energy comes out at -11.243 eV.



> net charge of number 1 (C19H14N4O5PtS)?

+1



> Which of these has the highest net charge?

C19H14N7O4S2SeTi



> What is the formula in the first record?

C19H14N4O5PtS